29
Properties=species:S:1:pos:R:3:mulliken_spin:R:1 method="wB97M-V/def2-TZVPD" orbital_gap_ev="8.66 / 4.58" e_tot_ev=-92672.06950 homo_ev="-5.7092 / -5.0615" spin_multiplicity=2 charge=-1
Zn -0.06 -0.47 0.73 0.014
C -0.48 3.77 -0.40 0.032
C -0.75 2.28 -0.72 -0.043
O -0.61 1.38 0.07 0.039
O -0.89 2.05 -1.97 0.803
H -1.37 4.38 -0.29 -0.003
H 0.04 4.19 -1.25 0.004
H 0.21 3.91 0.44 0.013
C 3.18 -1.47 -2.16 0.015
C 1.92 -0.74 -1.57 -0.011
O 1.50 -0.97 -0.42 0.002
O 1.24 -0.20 -2.46 0.130
H 3.00 -2.53 -2.36 -0.001
H 3.84 -1.37 -1.31 0.001
H 3.59 -0.96 -3.04 0.001
C -3.31 -2.45 -0.88 0.000
C -1.98 -1.69 -0.67 0.002
O -1.72 -1.53 0.54 0.000
O -1.21 -1.18 -1.51 0.001
H -3.26 -3.43 -0.40 0.000
H -3.64 -2.70 -1.89 0.000
H -4.12 -1.82 -0.51 0.000
P 0.78 0.25 3.16 0.001
F 1.96 -0.19 4.08 0.000
F 1.65 0.77 1.83 0.001
F 0.65 -1.17 2.48 0.000
F -0.65 0.47 2.42 0.001
F -0.26 -0.30 4.34 0.000
F 0.74 1.74 3.69 0.000